Density functional theory data (ωB97M-V/def2-TZVPD) for C20H24B2Ba2Br12O16 as an isolated structure.

Total charge = +2
E_HOMO = -12.65 eV
Orbital gap = 6.262 eV
Energy above the lowest of the compared OMol25 structures with the same formula, charge and spin = 186.8 kJ/mol

XYZ file:
```
76
Properties=species:S:1:pos:R:3:lowdin_charge:R:1
Ba -2.011 -4.665 0.211 2.026
Ba -1.625 3.368 -4.635 1.839
O -1.121 2.150 -2.125 -0.052
C -0.513 1.500 -1.318 -0.374
O -0.905 1.095 -0.153 0.251
B 0.063 0.128 0.405 -0.874
O 1.213 0.176 -0.528 0.258
C 0.880 0.843 -1.611 -0.370
O 1.507 1.071 -2.597 0.156
O -0.587 -1.204 0.371 0.218
C -1.091 -1.447 1.560 -0.366
O -1.894 -2.313 1.828 -0.036
C -0.328 -0.508 2.520 -0.369
O 0.405 0.299 1.807 0.228
O -0.397 -0.565 3.714 0.164
O 1.391 -0.769 -7.113 0.168
C 0.562 -0.922 -6.278 -0.370
O 0.109 -2.033 -5.736 0.274
B -0.777 -1.768 -4.643 -0.839
O -1.075 -0.323 -4.701 0.219
C -0.317 0.215 -5.665 -0.340
O -0.257 1.383 -5.968 -0.067
O -1.965 -2.629 -4.557 0.307
C -2.039 -3.141 -3.379 -0.406
O -2.919 -3.807 -2.886 0.102
C -0.818 -2.752 -2.572 -0.373
O -0.044 -2.027 -3.339 0.265
O -0.589 -3.263 -1.495 -0.115
Br -3.011 -3.281 6.647 0.594
C -3.362 -2.675 4.809 -0.709
C -4.868 -2.503 4.510 -0.704
Br -5.790 -4.212 4.941 0.587
H -3.096 -3.538 4.192 0.015
H -2.712 -1.848 4.537 0.018
H -5.037 -2.301 3.455 0.017
H -5.294 -1.669 5.063 0.034
Br -4.370 0.598 3.457 0.752
C -3.576 1.926 2.260 -0.676
C -4.706 2.584 1.488 -0.680
Br -3.966 4.156 0.570 0.600
H -2.863 1.470 1.583 0.037
H -3.162 2.712 2.884 0.044
H -5.506 2.905 2.152 0.055
H -5.212 2.012 0.715 0.053
Br 2.989 2.589 1.963 0.612
C 1.647 2.655 3.434 -0.673
C 1.044 4.032 3.562 -0.597
Br -0.147 4.317 1.991 0.575
H 2.239 2.227 4.237 -0.045
H 0.863 1.948 3.175 0.012
H 1.726 4.874 3.503 0.050
H 0.444 4.172 4.458 0.067
Br 1.497 4.117 -4.566 0.615
C 2.910 2.819 -4.823 -0.660
C 3.994 3.498 -5.655 -0.647
Br 5.376 2.120 -6.045 0.649
H 2.506 2.024 -5.447 0.050
H 3.269 2.425 -3.879 0.063
H 4.482 4.240 -5.027 0.059
H 3.604 3.936 -6.566 0.060
Br 4.403 -1.631 -6.557 0.679
C 3.760 -1.993 -4.763 -0.713
C 4.758 -2.844 -3.998 -0.659
Br 4.058 -3.211 -2.186 0.587
H 2.785 -2.471 -4.743 0.041
H 3.717 -1.022 -4.275 0.046
H 5.665 -2.262 -3.862 0.057
H 4.972 -3.803 -4.456 0.057
Br 2.617 -0.039 5.418 0.668
C 0.948 -0.721 6.304 -0.628
C 1.232 -1.056 7.748 -0.680
Br -0.289 -1.995 8.558 0.601
H 0.800 -1.585 5.673 0.030
H 0.264 0.111 6.215 0.055
H 1.459 -0.183 8.354 0.061
H 2.084 -1.719 7.875 0.050
```

Density functional theory data (ωB97M-V/def2-TZVPD) for a 8-piece molecular cluster, C13H40ClO11 overall.

Total charge = -1
E_HOMO = -7.19 eV
Orbital gap = 10.010 eV
Energy above the lowest of the compared OMol25 structures with the same formula, charge and spin = 39.9 kJ/mol

XYZ file:
```
65
Properties=species:S:1:pos:R:3:lowdin_charge:R:1
Cl 3.459 -16.135 8.598 0.702
O 3.820 -16.057 10.005 -0.348
O 3.187 -17.488 8.190 -0.324
O 2.257 -15.349 8.429 -0.344
O 4.504 -15.529 7.809 -0.341
C 4.272 -9.839 10.920 -0.071
C 3.553 -11.141 10.593 -0.483
C 4.512 -12.293 10.384 -0.052
O 2.654 -11.433 11.680 -0.062
H 3.628 -9.064 11.324 0.073
H 4.744 -9.423 10.019 0.077
H 5.150 -10.064 11.533 0.073
H 2.901 -11.061 9.722 0.139
H 5.187 -12.161 9.536 0.088
H 4.029 -13.265 10.307 0.070
H 5.181 -12.352 11.255 0.076
H 3.201 -11.465 12.473 0.078
C 7.878 -17.833 12.044 -0.057
C 6.808 -16.743 12.175 -0.495
C 7.240 -15.659 13.165 -0.068
O 6.579 -16.079 10.942 -0.067
H 8.318 -18.070 13.014 0.070
H 8.644 -17.494 11.348 0.080
H 7.396 -18.752 11.711 0.057
H 5.912 -17.235 12.565 0.140
H 7.344 -16.089 14.162 0.072
H 6.478 -14.875 13.173 0.071
H 8.125 -15.131 12.806 0.078
H 5.658 -16.213 10.672 0.037
C 0.796 -17.580 11.878 -0.056
C -0.243 -16.769 11.119 -0.514
C -1.588 -16.715 11.799 -0.067
O 0.223 -15.457 10.825 -0.047
H 1.713 -17.653 11.283 0.067
H 0.522 -18.623 12.045 0.076
H 1.061 -17.057 12.800 0.083
H -0.358 -17.224 10.123 0.137
H -2.026 -17.716 11.820 0.074
H -2.269 -16.100 11.208 0.077
H -1.552 -16.352 12.827 0.077
H 1.042 -15.554 10.325 0.047
C 7.617 -16.607 6.865 -0.134
O 8.981 -16.166 6.974 -0.134
H 7.640 -17.697 6.803 0.064
H 7.051 -16.298 7.742 0.064
H 7.158 -16.176 5.978 0.068
H 9.147 -15.955 7.895 0.062
C 4.653 -14.044 4.495 -0.168
O 4.660 -13.471 5.789 -0.131
H 4.834 -13.313 3.713 0.072
H 5.438 -14.811 4.478 0.067
H 3.708 -14.560 4.292 0.060
H 4.645 -14.182 6.442 0.020
C 5.981 -19.271 9.045 -0.182
O 4.659 -19.703 9.185 -0.120
H 6.568 -19.907 9.719 0.072
H 6.420 -19.298 8.044 0.066
H 6.174 -18.277 9.471 0.060
H 4.028 -19.050 8.851 0.026
C 0.513 -14.455 5.492 -0.164
O 0.476 -13.812 6.754 -0.129
H 0.300 -15.525 5.577 0.076
H -0.208 -13.951 4.850 0.071
H 1.504 -14.325 5.043 0.058
H 1.269 -14.081 7.235 0.029
```

Density functional theory data (ωB97M-V/def2-TZVPD) for C9H22BaF3N2O13S3 as an isolated structure.

Total charge = -3
E_HOMO = 2.57 eV
Orbital gap = 2.441 eV
Energy above the lowest of the compared OMol25 structures with the same formula, charge and spin = 74.9 kJ/mol

XYZ file:
```
53
Properties=species:S:1:pos:R:3:lowdin_charge:R:1
Ba -7.037 -3.726 7.618 1.992
S -6.699 -2.527 4.400 0.122
O -7.873 -2.678 5.303 -0.599
O -7.036 -3.250 3.152 -0.490
O -6.352 -1.162 4.072 -0.375
O -5.604 -3.186 5.119 -0.492
S -6.224 -0.285 7.726 0.150
O -5.829 0.682 8.784 -0.487
O -6.836 0.409 6.592 -0.423
O -5.098 -1.108 7.262 -0.431
O -7.261 -1.253 8.245 -0.693
C -1.942 -4.294 8.820 -0.655
F -2.231 -5.124 9.857 0.061
F -1.989 -3.078 9.351 0.131
F -0.698 -4.529 8.426 0.112
S -3.260 -4.595 7.477 0.468
O -4.479 -4.257 8.218 -0.496
O -2.903 -3.791 6.341 -0.267
O -3.158 -6.015 7.198 -0.358
C -11.737 -2.565 7.610 -0.063
C -10.456 -3.211 8.144 -0.447
C -10.630 -3.841 9.511 -0.176
O -9.313 -4.244 9.865 -0.223
C -9.172 -5.131 10.917 -0.137
N -9.896 -4.114 7.167 -0.028
H -11.553 -2.025 6.680 0.085
H -12.196 -1.805 8.252 0.068
H -12.480 -3.344 7.391 0.065
H -9.727 -2.401 8.253 0.131
H -11.269 -4.734 9.412 0.124
H -11.033 -3.184 10.284 0.128
H -9.517 -4.834 11.915 0.084
H -8.107 -5.320 11.060 0.070
H -9.574 -6.128 10.690 0.088
H -9.607 -3.667 6.293 0.050
H -10.541 -4.824 6.820 0.078
C -8.047 -8.399 5.876 -0.074
C -7.932 -7.159 6.770 -0.419
C -6.962 -7.416 7.910 -0.203
O -6.780 -6.226 8.660 -0.361
C -5.870 -6.335 9.746 -0.118
N -7.374 -6.021 5.980 -0.031
H -7.144 -8.591 5.301 0.078
H -8.865 -8.269 5.165 0.070
H -8.300 -9.279 6.483 0.063
H -8.890 -6.778 7.129 0.122
H -6.007 -7.744 7.491 0.140
H -7.454 -8.178 8.531 0.124
H -4.915 -6.813 9.530 0.095
H -6.390 -6.786 10.603 0.077
H -5.662 -5.299 10.014 0.078
H -7.885 -5.873 5.109 0.092
H -6.457 -6.306 5.627 0.098
```

Density functional theory data (ωB97M-V/def2-TZVPD) for C29H34N4O6SSc as an isolated structure.

Total charge = -1
E_HOMO = -4.39 eV
Orbital gap = 6.752 eV
Energy above the lowest of the compared OMol25 structures with the same formula, charge and spin = 0.0 kJ/mol

XYZ file:
```
75
Properties=species:S:1:pos:R:3:lowdin_charge:R:1
Sc 0.495 -1.020 0.678 0.948
C 1.882 -1.575 4.815 -0.029
C 1.991 -1.566 3.308 -0.454
O 0.952 -1.126 2.693 -0.148
C 3.134 -2.030 2.705 -0.034
C 3.373 -2.142 1.299 -0.311
C 4.603 -2.898 0.875 -0.040
N 2.576 -1.637 0.401 -0.031
N 2.950 -1.901 -0.928 0.085
C 1.956 -1.663 -1.727 -0.454
O 0.787 -1.242 -1.368 -0.163
C 2.154 -1.960 -3.175 -0.133
C 3.429 -2.126 -3.715 -0.033
C 3.586 -2.410 -5.061 -0.099
C 2.473 -2.536 -5.884 -0.114
C 1.204 -2.372 -5.350 -0.096
C 1.045 -2.079 -4.003 -0.024
H 1.316 -2.456 5.125 0.082
H 1.331 -0.693 5.141 0.077
H 2.857 -1.602 5.299 0.070
H 3.916 -2.401 3.352 0.089
H 5.208 -3.163 1.740 0.064
H 5.189 -2.316 0.166 0.072
H 4.299 -3.806 0.353 0.085
H 4.282 -2.031 -3.058 0.105
H 4.581 -2.532 -5.470 0.093
H 2.597 -2.760 -6.937 0.090
H 0.332 -2.470 -5.986 0.094
H 0.062 -1.942 -3.574 0.107
C -1.324 8.013 1.639 -0.051
C -0.457 9.060 0.994 -0.754
O -0.678 10.243 1.074 -0.018
S 0.935 8.535 0.011 1.009
C 0.905 6.767 0.141 -0.584
C 0.188 6.009 -0.783 -0.115
C 0.146 4.632 -0.679 -0.032
C 0.827 3.961 0.352 -0.262
C 1.563 4.736 1.258 -0.031
C 1.603 6.113 1.151 -0.116
C 0.763 2.545 0.457 -0.175
C 0.687 1.326 0.529 -0.022
H -0.731 7.312 2.223 0.078
H -1.834 7.428 0.873 0.087
H -2.050 8.526 2.266 0.082
H -0.344 6.509 -1.584 0.103
H -0.411 4.045 -1.396 0.112
H 2.104 4.234 2.049 0.115
H 2.179 6.695 1.862 0.104
C -4.424 -2.784 0.859 -0.054
N -3.544 -1.732 1.336 -0.129
C -2.984 -1.977 2.656 -0.027
C -2.774 -1.018 0.470 -0.475
O -1.629 -0.662 0.770 -0.053
N -3.315 -0.659 -0.734 -0.124
C -4.694 -0.216 -0.821 -0.060
C -2.409 -0.014 -1.677 -0.023
H -3.947 -3.753 1.022 0.081
H -4.610 -2.678 -0.205 0.084
H -5.377 -2.759 1.394 0.088
H -3.806 -2.209 3.334 0.088
H -2.464 -1.090 3.009 0.097
H -2.275 -2.808 2.631 0.095
H -5.243 -0.495 0.074 0.079
H -5.191 -0.654 -1.690 0.089
H -4.730 0.874 -0.918 0.092
H -1.451 -0.529 -1.698 0.069
H -2.227 1.031 -1.408 0.098
H -2.861 -0.066 -2.668 0.091
C -1.789 -4.932 -0.294 -0.141
O -1.505 -3.587 0.047 -0.216
C -0.209 -3.337 0.635 -0.374
O 0.448 -4.324 0.881 -0.034
H -2.541 -4.918 -1.085 0.076
H -2.184 -5.491 0.564 0.076
H -0.893 -5.448 -0.639 0.076
```